(1)
DFT (ωB97M-V/def2-TZVPD) results for a single C3H6N2O2S molecule in a non-equilibrium geometry.

Last column: Löwdin charge in e.
Geometry (Å):
C 2.469 -0.610 1.072  -0.533
C 0.426 1.270 -0.468  -0.169
C 0.639 -0.263 -0.215  -0.243
N 1.117 1.918 0.781  -0.273
N 1.765 -1.156 -0.032  0.020
O 3.752 1.627 -0.371  -0.565
O 2.819 -0.888 2.124  0.140
S 2.838 1.367 0.902  0.991
H 0.850 1.830 -1.327  0.108
H -0.644 1.351 -0.330  0.102
H 0.062 -0.313 0.714  0.122
H -0.061 -0.810 -0.735  0.084
H 0.372 2.199 1.320  0.030
H 2.434 -1.328 -0.867  0.185

Calculated values
electronic energy: -775.93627 a.u.
energy above the lowest of the compared OMol25 structures with the same formula, charge and spin: 127.9 kcal/mol

(2)
DFT (ωB97M-V/def2-TZVPD) results for 2 unconnected molecules or ions with the total composition C3H6N2O2S in a non-equilibrium geometry.

Last column: Löwdin charge in e.
Geometry (Å):
C -0.879 0.957 0.329  -0.490
C -0.594 -0.461 0.563  -0.164
C -0.680 -1.321 -0.694  -0.017
N -0.552 2.100 0.073  0.099
N 2.537 1.142 0.770  -0.279
O -1.888 0.227 0.762  0.091
O 1.759 1.210 -1.435  -0.504
S 1.919 2.041 -0.271  0.795
H -0.131 -0.733 1.567  0.165
H 0.246 -1.865 -1.047  0.118
H -0.885 -0.688 -1.461  0.044
H -1.503 -1.956 -0.617  0.062
H -1.399 2.654 -0.088  0.106
H 2.807 1.363 1.683  -0.026

Calculated values
electronic energy: -775.97071 a.u.
energy above the lowest of the compared OMol25 structures with the same formula, charge and spin: 106.3 kcal/mol

(3)
DFT (ωB97M-V/def2-TZVPD) results for a single C3H6N2O2S molecule in a non-equilibrium geometry.

Last column: Löwdin charge in e.
Geometry (Å):
C 0.345 -2.323 1.181  -0.056
C -0.072 -0.367 -0.069  -0.574
C 1.895 0.693 -1.101  -0.339
H 1.254 -2.947 1.490  0.111
H -0.440 -2.886 0.774  0.063
H 0.107 -1.733 2.115  0.103
H 0.247 1.736 -0.680  0.206
H 2.484 -0.268 -0.966  0.157
H -3.060 0.397 1.538  -0.104
N 0.586 0.666 -0.680  0.110
N -1.145 -0.455 0.536  -0.338
O 0.882 -1.356 0.211  -0.117
O 2.297 1.655 -1.671  0.060
S -2.195 0.863 0.522  0.717

Calculated values
electronic energy: -776.04052 a.u.
energy above the lowest of the compared OMol25 structures with the same formula, charge and spin: 62.5 kcal/mol

(4)
DFT (ωB97M-V/def2-TZVPD) results for a single C3H6N2O3 molecule in a non-equilibrium geometry.

Last column: Löwdin charge in e.
Geometry (Å):
C -2.071 0.705 0.158  -0.066
C 0.132 0.366 -0.379  -0.318
C 1.508 1.020 -0.520  -0.516
H -1.564 0.353 1.239  0.156
H -2.820 0.044 -0.374  0.102
H -2.610 1.614 0.212  0.058
H 1.266 -1.692 1.297  0.185
H 0.202 -2.854 0.187  0.208
H 2.052 -0.658 -0.175  0.109
N -0.185 -0.806 0.006  -0.030
N 0.904 -1.809 0.128  -0.087
O -0.899 1.232 -0.555  -0.056
O 2.509 0.312 -0.265  0.149
O 1.578 2.171 -0.959  0.106

Calculated values
electronic energy: -453.00205 a.u.
energy above the lowest of the compared OMol25 structures with the same formula, charge and spin: 124.9 kcal/mol

(5)
DFT (ωB97M-V/def2-TZVPD) results for a single C3H6N2O3 molecule in a non-equilibrium geometry.

Last column: Löwdin charge in e.
Geometry (Å):
C -0.960 -0.573 0.245  -0.527
C 0.256 0.069 0.613  -0.287
C 1.135 0.181 -0.510  -0.545
H -1.866 -2.228 -0.873  0.183
H -0.186 -2.210 -0.620  0.062
H -2.921 -0.388 0.567  0.175
H 0.679 -0.431 1.637  0.238
H -1.177 1.569 1.164  0.154
H 0.846 1.899 -0.224  0.194
N -1.018 -1.873 -0.207  0.137
N -1.890 0.169 0.517  0.105
O -0.150 1.319 1.200  -0.121
O 1.174 1.402 -1.173  0.068
O 1.774 -0.764 -0.766  0.163

Calculated values
electronic energy: -453.06024 a.u.
energy above the lowest of the compared OMol25 structures with the same formula, charge and spin: 88.3 kcal/mol

(6)
DFT (ωB97M-V/def2-TZVPD) results for a single C3H6N2O3 molecule in a non-equilibrium geometry.

Last column: Löwdin charge in e.
Geometry (Å):
O -1.552 -0.833 -0.781  -0.024
C -0.280 -0.862 -0.391  -0.389
N -0.120 -0.934 1.078  0.259
C 1.240 -0.622 1.629  -0.650
O 2.148 -0.877 0.811  0.034
O 1.131 -0.023 2.725  0.084
C 0.243 0.551 -0.969  -0.074
N -0.943 1.510 -0.678  -0.018
H -0.969 -0.591 1.488  0.148
H 0.368 -1.721 -0.645  0.222
H 1.056 0.889 -0.279  0.111
H 0.654 0.538 -1.997  0.129
H -1.184 2.194 -1.422  0.073
H -1.790 0.782 -0.570  0.095

Calculated values
electronic energy: -452.90795 a.u.
energy above the lowest of the compared OMol25 structures with the same formula, charge and spin: 183.9 kcal/mol

(7)
DFT (ωB97M-V/def2-TZVPD) results for a single C3H6N2O3 molecule in a non-equilibrium geometry.

Last column: Löwdin charge in e.
Geometry (Å):
C 0.859 1.911 -0.666  0.019
C 0.198 -1.081 0.725  -0.622
C -2.072 -0.517 0.231  -0.247
H 0.114 2.606 -1.022  0.057
H 1.019 2.234 0.437  0.099
H 1.979 1.808 -1.172  0.135
H 1.576 -0.904 -0.687  0.250
H 1.274 -2.455 0.806  0.038
H -2.915 0.293 0.427  0.182
N 0.683 -0.402 -0.182  -0.008
N 0.471 -2.141 1.285  0.198
O -0.031 0.581 -0.834  -0.147
O -0.961 -0.337 1.039  0.003
O -2.194 -1.595 -0.387  0.043

Calculated values
electronic energy: -452.96541 a.u.
energy above the lowest of the compared OMol25 structures with the same formula, charge and spin: 147.9 kcal/mol

(8)
DFT (ωB97M-V/def2-TZVPD) results for 2 unconnected molecules or ions with the total composition C3H6N2O3 in a non-equilibrium geometry.

Last column: Löwdin charge in e.
Geometry (Å):
C -1.379 0.776 0.403  -0.052
N -0.725 -0.284 -0.325  -0.280
C 0.680 -1.719 1.092  0.015
C 0.647 -0.168 -0.609  -0.279
O -1.489 -0.783 -1.395  -0.007
O 2.701 0.704 -0.517  -0.063
N 1.372 0.727 -0.061  -0.002
O 0.536 -1.309 2.143  0.061
H -1.843 -1.637 -1.110  0.110
H 3.133 1.393 0.000  0.089
H 0.984 -0.813 -1.415  0.142
H -0.801 0.955 1.309  0.080
H -1.428 1.701 -0.179  0.092
H -2.388 0.456 0.664  0.091

Calculated values
electronic energy: -452.99624 a.u.
energy above the lowest of the compared OMol25 structures with the same formula, charge and spin: 128.5 kcal/mol

(9)
DFT (ωB97M-V/def2-TZVPD) results for 2 unconnected molecules or ions with the total composition C3H6N2O3 in a non-equilibrium geometry.

Last column: Löwdin charge in e.
Geometry (Å):
C -0.738 1.089 -2.340  -0.083
C 0.336 1.521 -1.756  -0.084
C 2.163 -1.035 1.381  -0.042
N -0.079 -1.658 0.815  0.200
N 0.028 -3.004 0.682  -0.440
O -0.991 -3.596 0.788  0.127
O 1.128 -3.552 0.465  0.048
O 0.947 -0.907 1.065  -0.091
H -1.188 1.553 -3.240  0.066
H -1.143 0.201 -1.931  0.029
H 0.684 0.926 -0.841  0.060
H 0.963 2.286 -2.056  0.019
H 2.522 -0.057 1.736  0.090
H 2.798 -1.899 0.996  0.100

Calculated values
electronic energy: -452.74669 a.u.
<S²>: 2.01
spin multiplicity: 3
energy above the lowest of the compared OMol25 structures with the same formula, charge and spin: 124.5 kcal/mol

(10)
DFT (ωB97M-V/def2-TZVPD) results for a single C3H6N2OS molecule in a non-equilibrium geometry.

Last column: Löwdin charge in e.
Geometry (Å):
C 0.503 -0.099 0.579  -0.453
C -0.222 -0.330 -0.540  -0.120
C -1.297 0.430 -1.055  -0.763
H -0.619 1.384 1.208  -0.035
H 0.987 1.209 2.015  0.114
H 1.899 -1.501 0.061  0.078
H 1.873 -1.131 1.682  0.128
H 0.201 -1.122 -1.200  0.116
H -1.453 -0.763 -2.491  0.089
N 0.199 0.795 1.531  0.118
N 1.780 -0.722 0.699  0.091
O -1.871 0.059 -2.237  -0.011
S -1.980 1.792 -0.252  0.647

Calculated values
electronic energy: -700.84838 a.u.
energy above the lowest of the compared OMol25 structures with the same formula, charge and spin: 25.6 kcal/mol

(11)
DFT (ωB97M-V/def2-TZVPD) results for a single C3H6N2OS molecule in a non-equilibrium geometry.

Last column: Löwdin charge in e.
Geometry (Å):
C 0.777 -0.349 -0.423  -0.397
C -1.482 -0.199 -0.431  -0.722
C 1.825 0.487 0.329  -0.027
N 0.189 -1.300 0.465  0.055
N -1.029 -1.240 0.435  0.043
O -0.356 0.512 -0.813  -0.103
S -2.871 0.870 0.218  0.769
H 1.278 -0.983 -1.357  0.198
H -1.954 -0.649 -1.256  0.081
H 1.400 0.530 1.317  0.069
H 1.784 1.468 -0.177  0.093
H 2.741 -0.163 0.288  0.098
H -2.303 1.016 1.406  -0.157

Calculated values
electronic energy: -700.77424 a.u.
energy above the lowest of the compared OMol25 structures with the same formula, charge and spin: 72.1 kcal/mol

(12)
DFT (ωB97M-V/def2-TZVPD) results for a single C3H6N2OS molecule in a non-equilibrium geometry.

Last column: Löwdin charge in e.
Geometry (Å):
C 2.041 1.031 -0.047  -0.123
C 1.203 -0.130 -0.080  -0.857
C -1.302 -0.556 0.016  -0.572
H 1.543 1.873 -0.648  0.108
H 2.152 1.459 1.098  0.157
H 3.110 0.785 -0.409  0.107
H -3.308 -0.199 0.382  0.144
H -2.211 1.215 -0.321  0.164
H -0.829 -2.534 -0.133  0.003
N -2.347 0.277 0.274  0.082
N -1.491 -1.770 -0.254  0.125
O -0.122 0.265 -0.028  -0.084
S 1.561 -1.717 0.148  0.747

Calculated values
electronic energy: -700.79469 a.u.
energy above the lowest of the compared OMol25 structures with the same formula, charge and spin: 59.3 kcal/mol